Record 1
The following is a quantum chemistry calculation of a cluster of 6 separate species, C33H82F3O20P5Si in total, from the Open Molecules 2025 dataset.

Structure (XYZ):
```
144
Properties=species:S:1:pos:R:3:forces:R:3:mulliken_charge:R:1
C -1.5772 -1.9164 -0.7804 -0.11 -0.05 -0.01 -0.77
C -1.0237 -3.2328 -0.2594 0.05 0.03 -0.08 0.00
O -1.6781 -3.6605 0.9300 -0.23 0.19 -0.05 -0.33
P -3.2497 -4.1712 0.8536 6.03 -1.44 4.13 1.17
O -3.0334 -5.3267 -0.0596 -3.14 1.22 -1.88 -0.81
O -3.3634 -4.9097 2.2965 -0.71 0.56 -0.16 -0.37
C -4.1204 -6.1173 2.4394 0.08 -0.31 0.07 -0.37
C -3.1907 -7.2886 2.6651 0.19 0.01 0.05 -1.16
O -3.8038 -2.7533 1.3165 -1.99 -0.37 -2.04 -0.35
C -3.6955 -2.2072 2.6481 -0.31 0.61 0.55 -0.36
C -2.3102 -1.7041 2.9757 0.28 -0.25 0.05 -0.59
H -2.6192 -2.0223 -1.0929 0.03 0.01 -0.07 0.28
H -0.9985 -1.5721 -1.6390 0.00 -0.03 -0.01 0.32
H -1.5489 -1.1504 -0.0061 0.06 0.02 -0.02 0.13
H -1.0936 -4.0102 -1.0254 -0.02 -0.02 0.03 0.26
H 0.0297 -3.1112 -0.0038 -0.02 -0.07 0.10 -0.01
H -4.7526 -6.2893 1.5677 0.09 0.03 -0.07 0.37
H -4.7764 -5.9845 3.3023 0.01 0.09 -0.01 0.33
H -2.4527 -7.3538 1.8664 -0.10 0.00 -0.10 0.28
H -3.7486 -8.2250 2.7077 -0.03 0.02 0.01 0.38
H -2.6463 -7.1652 3.6024 -0.04 -0.01 0.02 0.31
H -4.0515 -2.9064 3.4009 0.09 -0.32 -0.23 0.25
H -4.3978 -1.3731 2.6605 0.00 -0.01 -0.26 0.33
H -1.6189 -2.5275 3.1437 0.01 0.00 -0.04 0.27
H -2.3425 -1.1004 3.8853 -0.14 0.04 -0.03 0.37
H -1.9128 -1.0936 2.1670 -0.04 0.07 0.04 0.02
C -0.1378 5.0712 5.8544 -0.05 -0.09 0.11 -1.10
C 0.3168 3.9449 4.9458 -0.06 0.32 -0.14 -0.08
O 0.8352 2.8341 5.6906 -0.54 0.47 0.17 0.09
P -0.1914 1.9287 6.5316 4.71 -3.16 -1.31 0.64
O -1.1983 1.3546 5.6299 -2.07 1.56 1.16 -0.74
O 0.8157 0.6676 6.7839 -0.03 0.43 0.31 -0.30
C 0.3404 -0.6771 6.7376 0.09 -0.15 -0.23 -0.40
C 0.8719 -1.3410 5.4878 0.12 -0.11 -0.14 -1.09
O -0.0765 2.5280 7.9818 -2.08 0.60 -0.20 -0.32
C 1.0443 2.3728 8.8699 0.25 0.20 0.84 -0.10
C 2.2207 3.2470 8.5050 0.08 -0.08 -0.37 -0.89
H -0.9822 4.7611 6.4748 -0.03 0.03 -0.05 0.30
H -0.4471 5.9349 5.2655 0.00 -0.01 -0.02 0.42
H 0.6649 5.3721 6.5274 0.04 0.04 -0.06 0.20
H -0.4993 3.6122 4.3001 0.00 -0.11 0.06 0.29
H 1.1236 4.2895 4.3003 0.09 -0.11 0.06 0.13
H -0.7482 -0.7150 6.7653 -0.02 0.11 -0.06 0.40
H 0.7101 -1.1877 7.6302 0.05 0.07 0.02 0.31
H 0.6088 -0.7633 4.6014 -0.16 0.01 0.04 0.19
H 0.4738 -2.3511 5.3770 0.01 0.00 0.02 0.39
H 1.9611 -1.4002 5.5224 0.00 -0.03 0.05 0.35
H 1.3340 1.3303 8.9649 -0.11 -0.09 -0.35 0.19
H 0.6651 2.6711 9.8479 -0.19 0.10 -0.12 0.36
H 2.7354 2.8765 7.6192 -0.03 0.00 -0.02 0.20
H 2.9334 3.2557 9.3303 -0.05 -0.01 0.05 0.41
H 1.9011 4.2693 8.3051 -0.01 0.01 0.09 0.17
C -3.6734 1.3393 -5.2796 -0.08 0.21 -0.11 -0.87
C -4.6047 1.6618 -4.1284 0.18 -0.30 0.09 -0.31
O -5.2722 2.9206 -4.2996 0.13 -0.24 -0.47 -0.29
P -6.3972 3.0575 -5.4347 -0.76 3.34 3.82 0.95
O -7.4435 2.0527 -5.2309 0.58 -1.27 -2.16 -0.78
O -7.0761 4.4481 -4.9308 0.40 -0.08 -0.18 -0.36
C -8.4880 4.6456 -5.0256 -0.20 0.06 0.12 -0.31
C -9.1115 4.6224 -3.6476 0.09 0.03 0.16 -1.15
O -5.5884 3.6612 -6.6421 -0.40 -1.60 -1.05 -0.28
C -5.1101 5.0118 -6.7329 0.39 0.50 -0.57 -0.11
C -3.8845 5.2702 -5.8880 -0.08 -0.09 0.35 -0.97
H -4.2300 1.2034 -6.2098 0.02 -0.09 0.02 0.29
H -3.1217 0.4247 -5.0776 0.00 0.01 0.03 0.29
H -2.9627 2.1504 -5.4428 0.03 -0.01 0.07 0.23
H -5.3440 0.8690 -3.9960 -0.07 0.06 -0.04 0.30
H -4.0397 1.7427 -3.2007 -0.06 0.13 0.02 0.31
H -8.9454 3.8941 -5.6684 0.07 -0.09 0.03 0.37
H -8.6440 5.6209 -5.4934 0.07 0.00 -0.01 0.31
H -8.8570 3.7003 -3.1258 -0.05 -0.08 -0.10 0.28
H -10.1976 4.7039 -3.7107 0.00 0.01 -0.03 0.38
H -8.7351 5.4514 -3.0464 -0.02 0.02 -0.02 0.30
H -5.9001 5.7279 -6.5219 -0.17 -0.22 0.23 0.21
H -4.8546 5.1454 -7.7847 -0.01 -0.22 -0.02 0.35
H -4.1319 5.3158 -4.8280 -0.02 -0.04 0.00 0.28
H -3.4442 6.2264 -6.1736 -0.02 -0.01 -0.06 0.41
H -3.1422 4.4848 -6.0266 0.02 0.03 -0.08 0.17
C 3.1160 2.1107 3.0084 -0.02 0.13 -0.06 -0.57
C 4.5714 1.8646 2.6651 -0.10 -0.26 0.24 -0.35
O 5.0216 2.6813 1.5768 -0.38 0.20 0.28 -0.01
P 5.1933 4.2604 1.8051 3.08 -1.69 -3.76 0.79
O 6.1061 4.5098 2.9234 -1.85 1.01 1.50 -0.81
O 6.0773 4.5967 0.4828 -0.43 -0.11 0.05 -0.37
C 7.1258 5.5672 0.5333 0.25 0.05 -0.05 -0.34
C 8.4725 4.8849 0.4399 0.03 -0.18 -0.07 -1.16
O 3.8235 4.8273 1.2766 -0.40 0.69 1.80 -0.20
C 3.4316 4.9072 -0.1034 -0.64 0.30 -0.47 -0.13
C 3.0125 3.5766 -0.6840 0.28 -0.24 0.05 -0.96
H 2.9685 3.1285 3.3768 0.01 -0.04 0.08 0.03
H 2.7796 1.4180 3.7804 0.01 0.02 0.03 0.37
H 2.4831 1.9910 2.1284 0.01 -0.08 0.00 0.15
H 5.2080 2.0297 3.5373 0.04 0.09 -0.05 0.31
H 4.7118 0.8318 2.3471 0.05 0.05 -0.12 0.13
H 7.0594 6.1672 1.4404 -0.04 -0.09 0.07 0.39
H 6.9828 6.2370 -0.3181 -0.06 -0.03 -0.01 0.31
H 8.5740 4.1259 1.2152 -0.03 0.09 0.10 0.28
H 9.2827 5.6077 0.5458 -0.02 0.02 -0.01 0.38
H 8.5781 4.3830 -0.5229 0.00 0.03 -0.02 0.30
H 4.1994 5.3838 -0.7070 0.28 -0.12 0.20 0.21
H 2.5778 5.5858 -0.1102 -0.01 -0.02 0.22 0.35
H 3.8701 2.9266 -0.8544 0.02 0.00 0.04 0.26
H 2.5175 3.7407 -1.6419 -0.02 0.06 0.02 0.45
H 2.3249 3.0583 -0.0161 -0.07 0.06 -0.02 0.15
C 2.3625 -1.9280 -2.1784 0.01 -0.05 0.16 -0.37
C 3.3660 -2.6094 -3.0874 -0.24 0.12 -0.18 -0.49
O 4.5466 -3.0053 -2.3802 -0.42 0.00 0.29 -0.23
P 4.4595 -4.2136 -1.3254 4.74 0.50 -1.89 0.86
O 3.9441 -5.4153 -1.9849 -2.19 0.00 1.35 -0.79
O 6.0514 -4.4974 -1.1588 -0.25 0.34 0.15 -0.37
C 6.5423 -5.8320 -1.0119 0.16 -0.17 -0.09 -0.35
C 7.2784 -6.2572 -2.2630 0.08 0.12 -0.13 -1.15
O 4.2497 -3.4559 0.0372 -1.74 -0.85 0.20 -0.16
C 5.2516 -2.7038 0.7405 0.09 0.42 0.74 -0.21
C 5.5237 -1.3485 0.1294 0.09 -0.07 -0.34 -0.80
H 1.9867 -2.6185 -1.4196 -0.05 -0.01 -0.05 -0.08
H 1.5127 -1.5569 -2.7522 0.01 -0.03 -0.04 0.43
H 2.8248 -1.0916 -1.6534 -0.01 0.05 -0.06 0.08
H 2.9195 -3.4764 -3.5795 0.06 -0.06 0.07 0.32
H 3.6936 -1.9225 -3.8667 0.14 -0.02 0.04 0.32
H 5.7312 -6.5240 -0.7875 -0.08 0.06 -0.07 0.38
H 7.2224 -5.8302 -0.1566 -0.02 0.07 0.01 0.32
H 6.6424 -6.1447 -3.1406 -0.10 -0.08 0.06 0.28
H 7.5992 -7.2974 -2.1907 0.00 0.00 0.03 0.38
H 8.1590 -5.6317 -2.4167 0.02 -0.02 0.03 0.30
H 6.1654 -3.2792 0.8633 -0.04 -0.18 -0.31 0.21
H 4.8431 -2.5687 1.7430 -0.20 -0.07 -0.08 0.36
H 6.0879 -1.4338 -0.7985 -0.03 -0.02 -0.02 0.36
H 6.1101 -0.7482 0.8266 -0.02 -0.03 0.04 0.40
H 4.5935 -0.8243 -0.0899 -0.01 0.02 0.09 0.02
F -4.7828 -1.6255 -5.3615 -0.51 0.05 0.23 -0.26
C -3.7204 -2.4147 -5.5268 0.68 -0.13 -0.78 0.91
F -2.8440 -1.7152 -6.2795 0.20 0.27 -0.20 -0.31
F -3.1407 -2.5628 -4.3333 0.01 -0.17 0.50 -0.22
C -4.0482 -3.7069 -6.2248 -0.92 -0.41 -0.03 -0.92
C -4.6099 -4.7919 -5.2905 0.04 -0.43 -0.32 -0.79
Si -3.3037 -5.8428 -4.4052 -0.03 0.59 0.53 0.56
H -3.1942 -4.0616 -6.8028 0.16 0.14 0.27 0.39
H -4.8219 -3.4645 -6.9603 0.16 0.20 0.02 0.35
H -5.2003 -5.4765 -5.9096 -0.01 0.07 0.07 0.39
H -5.3172 -4.3790 -4.5661 0.14 0.09 -0.04 0.38
H -2.0332 -5.0843 -4.4471 0.10 -0.17 -0.11 -0.14
H -3.6963 -5.9423 -2.9845 0.02 -0.21 -0.02 -0.16
H -3.1233 -7.1846 -4.9960 -0.05 0.03 -0.10 -0.18
```
Forces are in eV/Å.

## Properties
Kohn-Sham gap ... 9.94 eV
SMILES string ... CCOP(=O)(OCC)OCC.CCOP(=O)(OCC)OCC.CCOP(=O)(OCC)OCC.CCOP(=O)(OCC)OCC.CCOP(=O)(OCC)OCC.FC(F)(F)CC[SiH3]
Total charge ... 0
Energy ... -5107.5755 hartree
Max |F| ... 7.4 eV/Å

---

Record 2
The following is a quantum chemistry calculation of a structure of composition C6H9ClO6V, from the Open Molecules 2025 dataset.

Structure (XYZ):
```
23
Properties=species:S:1:pos:R:3:forces:R:3:nbo_charge:R:1
V -0.6835 0.6568 0.1964 0.18 0.50 -0.94 1.56
C 1.7060 0.0004 3.4220 0.44 -0.26 0.55 -0.71
C 0.7987 0.2918 2.2723 -0.62 0.45 -1.18 0.77
O 0.5718 -0.5669 1.3671 0.03 -0.63 0.05 -0.70
O 0.2685 1.4180 2.1033 -0.09 0.19 0.06 -0.68
H 2.0382 -1.0364 3.4302 -0.07 0.00 -0.20 0.22
H 1.2552 0.2053 4.3935 -0.29 0.13 -0.18 0.23
H 2.5878 0.6411 3.3697 -0.05 0.05 -0.17 0.23
C -2.9533 -2.5081 -0.8963 -0.10 -0.49 0.00 -0.71
C -2.2833 -1.2362 -0.4902 -0.22 1.97 0.18 0.77
O -2.1621 -0.8661 0.7133 0.53 -0.57 0.52 -0.70
O -1.8819 -0.4193 -1.3679 0.68 -0.21 -0.03 -0.69
H -3.3207 -3.0908 -0.0540 0.16 0.14 0.15 0.22
H -2.2378 -3.1083 -1.4603 -0.04 0.01 -0.03 0.23
H -3.8018 -2.2985 -1.5464 0.10 0.16 -0.10 0.23
C 2.1957 1.4872 -2.7529 0.33 0.61 -0.15 -0.71
C 1.1371 1.1243 -1.7672 -0.50 -0.91 2.40 0.77
O 0.9274 -0.0670 -1.4094 -0.12 -0.21 -0.53 -0.70
O 0.5614 2.0176 -1.0748 -0.37 0.44 -0.12 -0.72
H 2.0284 2.5023 -3.1146 -0.13 -0.16 -0.24 0.22
H 2.3336 0.7678 -3.5540 -0.22 -0.04 -0.04 0.22
H 3.1388 1.5466 -2.2024 -0.05 -0.17 0.09 0.23
Cl -2.2239 2.5384 0.4226 0.43 -1.00 -0.09 -0.59
```
Forces are in eV/Å.

## Properties
Kohn-Sham gap (alpha / beta) ... 8.79 / 9.09 eV
2S+1 ... 3
Total charge ... -1
Energy ... -2089.9418 hartree
Max |F| ... 2.6 eV/Å

---

Record 3
The following is a quantum chemistry calculation of a structure of composition C19H36FeI2NOP2, from the Open Molecules 2025 dataset.

Structure (XYZ):
```
62
Properties=species:S:1:pos:R:3:forces:R:3:nbo_charge:R:1
I 1.6544 2.7070 -2.0844 1.03 0.96 -0.43 0.01
I -1.1569 0.9659 -6.0224 -0.40 0.08 -0.61 0.03
Fe 0.2592 0.9514 -1.1568 0.69 1.69 1.42 0.48
P 0.8380 -0.5395 -2.7111 1.19 -2.20 0.12 1.12
C 1.5697 -0.1190 -4.2939 -0.81 0.80 -0.86 -0.95
C 2.2203 -1.4829 -1.9903 -0.05 -0.08 0.07 -0.95
H 2.5176 -2.2275 -2.7436 0.00 0.15 0.27 0.26
H 0.0236 -2.6637 -3.4660 -0.12 0.09 -0.05 0.27
H 1.9099 -1.9934 -1.0691 0.17 0.17 -0.24 0.26
H -0.9300 -2.0747 -2.0799 0.15 0.04 -0.26 0.26
H 2.3407 0.6523 -4.2226 0.02 -0.33 0.11 0.28
H 3.0649 -0.8014 -1.8028 -0.27 -0.28 0.02 0.26
C -0.4471 -1.7833 -3.0193 -0.04 0.13 -0.12 -0.97
H 1.9175 -1.0165 -4.8159 0.05 0.07 0.29 0.28
H -1.1877 -1.3606 -3.7071 0.02 -0.18 0.07 0.27
H 0.7634 0.3157 -4.9231 0.64 -0.19 0.28 0.22
P -1.2054 2.5463 -0.0374 -1.16 0.56 0.61 1.08
C -1.4654 4.2203 -0.7464 0.40 -0.37 -0.36 -0.94
C -2.9140 1.8979 0.0350 0.16 -0.24 -0.01 -0.96
H -0.8241 1.9727 2.2752 0.11 0.30 -0.15 0.26
H -1.4537 3.6401 2.1122 0.17 -0.27 -0.30 0.27
H 0.2618 3.3076 1.7184 -0.35 -0.17 0.07 0.26
C -0.7598 2.8975 1.6849 0.26 -0.13 0.21 -0.96
H -2.8889 0.8561 0.3683 -0.14 0.21 0.06 0.25
H -3.5226 2.4843 0.7300 0.10 -0.02 -0.15 0.27
H -1.9235 4.8719 0.0010 -0.01 -0.21 0.01 0.27
H -2.1146 4.1584 -1.6245 0.10 0.03 0.14 0.26
H -3.3524 1.9313 -0.9691 0.00 0.06 0.28 0.26
H -0.5078 4.6456 -1.0486 -0.08 0.09 0.04 0.27
C -0.9485 1.5348 -2.4049 -5.31 1.20 -2.58 0.52
O -1.9037 1.8725 -3.0003 4.19 -1.12 2.16 -0.47
C -0.7812 -3.4211 3.7422 0.27 -0.05 0.28 -0.65
C -0.8634 -2.5427 2.5160 0.11 -0.03 0.15 0.00
C -1.9601 -2.6398 1.6668 -0.12 -0.08 -0.01 -0.11
C -2.0740 -1.8433 0.5203 -0.10 0.27 -0.50 -0.01
C -3.3075 -2.0467 -0.3124 -0.39 -0.02 -0.34 -0.66
C -1.0729 -0.9272 0.2133 -0.55 -0.34 -0.05 -0.17
C 0.0665 -0.7840 1.0571 0.56 0.50 -0.16 0.09
C 0.1415 -1.6267 2.2115 -0.27 -0.38 0.33 -0.14
N 0.9867 0.1605 0.6677 -0.91 -1.14 0.25 -0.47
C 2.1935 0.3355 1.5307 0.52 0.56 -0.28 0.08
C 1.8089 0.8092 2.9409 -0.20 0.09 0.22 -0.62
C 3.0398 -0.9451 1.5494 0.11 -0.32 -0.09 -0.62
C 3.1109 1.4321 0.9692 0.03 0.19 -0.16 -0.61
H -1.6227 -3.2627 4.4383 0.27 0.07 -0.39 0.25
H -0.7760 -4.4962 3.4938 -0.01 0.46 -0.07 0.25
H 0.1456 -3.1987 4.2843 -0.24 -0.16 -0.02 0.23
H -2.7681 -3.3527 1.8795 0.39 0.30 -0.03 0.24
H -3.3917 -3.0906 -0.6610 0.19 0.39 0.07 0.25
H -4.2264 -1.8717 0.2739 0.41 0.09 -0.16 0.25
H -3.3242 -1.3873 -1.1868 -0.07 -0.11 0.10 0.21
H -1.1733 -0.2736 -0.7145 -0.36 -1.13 1.17 0.14
H 0.9752 -1.5986 2.9095 -0.40 0.07 -0.45 0.23
H 1.1734 0.1098 3.4853 0.26 0.24 0.03 0.22
H 2.7336 0.9775 3.5107 -0.34 -0.06 -0.12 0.25
H 1.2576 1.7543 2.8850 0.33 -0.17 0.06 0.21
H 3.3340 -1.2220 0.5298 0.07 0.15 0.26 0.22
H 3.9503 -0.7489 2.1317 -0.25 -0.12 -0.17 0.25
H 2.5271 -1.8100 1.9724 0.29 0.17 -0.04 0.22
H 3.4818 1.2024 -0.0378 0.03 -0.14 0.26 0.21
H 2.6075 2.4043 0.8928 0.04 -0.16 0.21 0.21
H 3.9723 1.5368 1.6548 -0.40 0.02 -0.46 0.25
```
Forces are in eV/Å.

## Properties
Kohn-Sham gap (alpha / beta) ... 7.17 / 6.38 eV
2S+1 ... 6
Total charge ... +2
Energy ... -3416.7746 hartree
Max |F| ... 6.0 eV/Å